10 unconnected molecules or ions with the total composition C36H100N8O10 in a non-equilibrium geometry. Source: the OMol25 dataset; level of theory: the ωB97M-V functional and the def2-TZVPD basis.

As for the total charge: +1. As for the orbital gap (alpha / beta): 0.2731 / 0.0726 Eh. The calculation puts the largest force on an atom at 3.92 eV Å⁻¹. As for the spin multiplicity: 2. The value obtained for the highest occupied orbital energy (alpha / beta) is -10.57 / -10.56 eV. The total energy comes out at -71331.172 eV.

Structure (XYZ):
```
154
Properties=species:S:1:pos:R:3:forces:R:3:mulliken_charge:R:1
C 0.918578 -1.472520 0.841878 -1.15 -0.76 -0.70 -1.21
C 0.605647 -0.266565 1.652510 -0.94 0.37 0.30 0.88
O -0.414664 0.469643 0.993575 0.63 -0.82 -0.79 0.80
H 0.956838 -1.163469 -0.202697 1.02 -0.09 -0.07 -0.07
H 0.054533 -2.134584 0.785393 -0.27 -0.10 0.43 0.23
H 1.717972 -2.085795 1.257773 0.33 0.29 -0.41 0.49
H 1.526456 0.307730 1.754464 0.22 0.50 0.23 -0.65
H 0.246329 -0.572298 2.635118 0.22 0.13 0.35 0.25
H -0.758087 1.199587 1.513992 0.36 0.20 0.72 0.20
C -0.914084 3.612398 4.589206 -0.25 -0.33 1.06 -1.30
C -0.802260 3.803021 3.142079 1.61 0.84 -1.51 0.06
O -1.105748 2.631428 2.414087 -0.35 0.10 0.09 -0.81
H -0.568794 2.610179 4.843033 -0.12 -0.20 -0.05 0.21
H -1.954540 3.710483 4.898938 0.14 0.06 0.36 0.30
H -0.232892 4.268831 5.130658 -0.40 0.34 0.07 0.42
H 0.217809 4.082331 2.878354 0.68 -0.12 0.20 -0.09
H -1.294103 4.664229 2.689858 -0.87 -0.06 0.48 0.39
H -1.525350 2.993270 1.630120 -0.88 -0.20 -0.80 -0.04
C 4.480862 -2.917236 -0.444813 -0.11 -1.48 0.68 -0.93
C 5.707730 -3.319196 0.394494 -2.73 0.38 1.11 0.49
C 6.472083 -4.359988 -0.278394 2.92 0.11 -2.01 -0.99
O 7.644600 -4.807473 0.406843 -0.79 -2.28 0.19 -0.39
C 7.968746 -6.153425 -0.100558 1.75 0.79 1.97 -0.82
N 6.400511 -2.121572 0.829582 1.53 -0.01 -0.71 -0.82
H 3.836980 -3.790085 -0.552742 -0.18 -0.09 0.16 0.28
H 4.725048 -2.672311 -1.478480 0.26 0.64 0.23 0.53
H 3.893368 -2.183172 0.106656 0.09 0.33 -0.42 -0.10
H 5.483742 -3.776525 1.358222 -1.28 -0.58 -0.01 0.30
H 7.023274 -3.923285 -1.111204 -1.02 0.27 -1.20 0.34
H 5.889307 -5.221699 -0.603872 -0.42 0.27 0.13 0.46
H 8.925389 -6.322446 0.393768 0.31 -0.06 -0.33 0.30
H 8.140548 -6.268738 -1.170739 -0.45 0.53 -0.11 0.32
H 7.393319 -6.977626 0.320949 -0.92 0.41 -0.22 0.33
H 7.223080 -2.615754 1.144639 1.15 0.97 0.53 0.33
H 5.955668 -1.801709 1.678057 -0.11 -0.06 0.14 0.28
C -4.315616 3.845954 2.578762 -1.10 0.63 -0.79 -1.33
C -4.625603 3.803284 1.046385 2.14 -0.92 1.90 0.33
C -4.806582 5.204631 0.468127 -1.06 -0.87 0.64 -0.65
O -6.019337 5.793084 0.915054 1.33 0.81 0.92 -0.41
C -7.142677 5.185257 0.401619 -0.82 -0.11 -0.30 -0.65
N -3.424005 3.210769 0.435516 0.57 0.03 -0.26 -0.25
H -3.681040 4.694845 2.833309 0.26 -0.10 -0.06 0.19
H -3.880461 2.902876 2.909431 -0.07 0.06 0.04 0.34
H -5.273314 4.032870 3.064559 0.07 -0.16 0.42 0.48
H -5.395883 3.034264 0.988388 -0.83 0.74 -0.64 0.50
H -4.770739 5.120715 -0.618044 -0.10 0.26 -0.34 0.38
H -3.992770 5.835008 0.826502 -0.02 -0.02 -0.10 0.32
H -7.377681 4.223601 0.857778 0.46 -0.54 -0.33 0.24
H -6.959803 5.163640 -0.672721 -0.83 -0.57 -0.33 0.32
H -8.040364 5.747075 0.659718 0.23 0.59 -0.28 0.27
H -3.551409 3.146886 -0.564376 0.11 0.44 -0.70 0.12
H -3.421251 2.220438 0.633825 -0.05 -0.41 0.60 0.05
C 3.016814 1.182965 -6.620060 -0.52 -1.53 0.39 -1.45
C 3.176574 2.183736 -5.464915 -0.63 0.19 -1.11 0.90
C 3.163539 1.538498 -4.049089 1.63 -1.61 -0.74 -0.52
O 2.189429 0.513894 -3.796092 -1.02 0.71 -1.17 -0.49
C 2.113950 0.054793 -2.467219 0.06 0.93 -0.55 -0.33
N 4.406990 2.976290 -5.743955 0.09 -0.27 0.52 -0.80
H 3.054281 1.586634 -7.631865 -0.05 0.46 0.24 0.39
H 2.091219 0.617129 -6.514184 -0.65 0.62 -0.01 0.26
H 3.641860 0.290263 -6.642501 1.07 0.43 0.40 0.38
H 2.319858 2.845805 -5.590696 -0.39 0.06 0.43 0.15
H 3.285942 2.295647 -3.274601 -0.61 0.17 0.28 -0.18
H 4.070083 0.933512 -4.032719 0.83 0.43 0.12 0.37
H 1.264955 -0.613220 -2.322100 -0.07 0.09 -0.44 -0.17
H 1.929508 0.967460 -1.900539 0.18 -0.20 0.98 0.35
H 3.016511 -0.489033 -2.188423 0.31 0.13 0.31 0.53
H 4.362265 3.315855 -6.694117 -0.05 -0.56 -0.46 0.29
H 4.457281 3.867872 -5.272097 -0.26 -0.05 0.84 0.26
C -1.275332 -4.811459 -1.268857 0.68 1.88 0.34 -0.68
C -0.888621 -5.689947 -2.431426 -0.10 0.26 0.27 0.64
C 0.596829 -5.635225 -2.909591 -1.56 0.54 -0.10 -0.88
O 0.876455 -4.254894 -3.367922 0.17 -1.51 1.26 -0.24
C 2.236571 -3.912595 -3.178416 0.48 -0.65 0.61 -0.06
N -1.276100 -7.019406 -2.013328 0.27 -1.63 -0.79 -0.79
H -1.067514 -5.262641 -0.298629 0.24 -0.20 -0.06 0.33
H -2.325057 -4.519942 -1.234100 -0.18 -0.31 -0.32 0.25
H -0.735335 -3.865183 -1.301599 0.12 0.28 0.05 -0.22
H -1.447432 -5.386815 -3.316841 -0.30 -0.15 -0.01 0.20
H 0.688593 -6.354385 -3.723530 0.03 0.22 -0.34 0.32
H 1.206965 -6.067838 -2.116702 0.64 0.84 0.30 0.38
H 2.627616 -4.307377 -2.240690 -0.21 -0.40 0.25 -0.02
H 2.432121 -2.849897 -3.035151 -0.58 0.21 -0.76 -0.04
H 2.870502 -4.360780 -3.943512 0.05 0.31 -0.35 0.40
H -2.202731 -7.043621 -1.612255 -0.34 0.27 -0.40 0.32
H -0.720107 -7.327233 -1.228332 0.51 0.02 0.00 0.26
C -1.445132 1.548372 -2.366728 0.93 0.35 -1.90 0.21
C -2.173838 2.641473 -3.149624 -1.30 -0.56 1.59 0.34
C -2.361799 2.479257 -4.672217 2.34 1.06 -0.35 -0.79
O -1.081776 2.809649 -5.304989 -1.27 -0.79 -0.22 -0.35
C -0.961265 2.194754 -6.620356 0.72 0.62 2.04 -0.68
N -3.500303 2.634828 -2.503129 0.08 0.42 -0.94 -0.58
H -1.821475 0.591237 -2.727779 0.16 -0.13 0.23 -0.57
H -1.549315 1.615244 -1.283783 0.07 0.31 -0.19 -0.24
H -0.419379 1.682104 -2.710327 0.44 -0.65 0.49 0.05
H -1.772392 3.609468 -2.849734 0.46 0.14 -0.77 0.41
H -3.083193 3.205324 -5.047077 -0.27 0.26 0.21 0.42
H -2.702105 1.522850 -5.069200 0.02 -0.51 0.68 0.38
H -0.835916 1.124168 -6.458377 -0.21 -0.21 -0.34 0.28
H 0.003532 2.603684 -6.920450 -0.31 -0.10 -0.81 0.15
H -1.819329 2.430950 -7.249664 0.22 0.07 -0.22 0.37
H -3.790484 1.672760 -2.604693 -0.85 -0.22 0.04 0.15
H -4.024146 3.218096 -3.139906 -1.10 -0.07 0.26 0.27
C -1.384973 -2.897058 7.403971 1.32 0.22 0.04 -1.21
C -1.807791 -1.516097 7.949301 -0.85 -0.87 0.46 0.47
C -3.153979 -1.169376 7.221238 0.34 -0.39 0.30 -0.71
O -3.060836 -1.226648 5.824481 1.69 0.62 -1.92 -0.35
C -2.069193 -0.384418 5.150698 -1.28 0.38 0.47 -0.82
N -1.916839 -1.533954 9.441342 -0.60 -0.26 -1.30 -0.77
H -1.140011 -2.740974 6.353386 -0.52 -0.47 -0.19 0.23
H -2.028729 -3.757713 7.585525 -0.89 0.53 -0.35 0.33
H -0.464807 -3.327909 7.798627 0.42 0.74 0.51 0.41
H -1.049398 -0.762923 7.735637 0.01 -0.04 -0.36 0.16
H -3.645978 -0.265117 7.579487 0.46 0.72 0.00 0.36
H -3.933306 -1.916009 7.373904 0.28 -0.45 0.63 0.33
H -2.171747 -0.457683 4.068017 -0.63 -0.31 0.07 0.21
H -0.999775 -0.534676 5.298545 0.01 -0.64 0.82 0.27
H -2.296027 0.647024 5.420463 0.13 0.24 -0.01 0.47
H -2.582195 -2.277465 9.598216 -0.02 -0.57 0.51 0.31
H -2.474903 -0.733107 9.700759 0.12 0.58 0.24 0.27
C -3.875662 -2.594802 1.124978 -0.85 0.10 -1.58 -1.75
C -3.408746 -1.866379 -0.178900 1.46 0.79 1.63 1.67
C -4.273017 -1.808878 -1.399796 -1.92 -0.42 0.29 -1.02
O -3.749406 -1.037760 -2.426485 1.26 0.43 -1.64 -0.26
C -2.722213 -1.758464 -3.146277 -0.68 0.01 0.69 -0.61
N -3.171280 -0.460091 0.265649 -0.98 -0.33 -0.03 -0.31
H -4.295840 -3.593660 1.007360 0.20 -0.16 -0.44 0.43
H -4.721579 -1.983063 1.438495 0.24 0.04 0.71 0.41
H -3.070081 -2.692637 1.852693 -0.11 0.45 0.03 0.39
H -2.415228 -2.216642 -0.458786 0.01 -0.72 -0.20 -0.61
H -5.228862 -1.328427 -1.190943 -0.05 0.15 0.52 0.32
H -4.580238 -2.774881 -1.800490 0.35 -0.55 0.14 0.39
H -2.373601 -1.234257 -4.036096 -0.05 0.45 0.38 0.21
H -3.137437 -2.697836 -3.511324 0.00 -0.25 0.12 0.33
H -1.934180 -1.949501 -2.417849 0.45 -0.17 -0.53 0.17
H -2.482094 -0.468162 1.003935 0.21 0.20 -0.24 -0.06
H -2.847118 0.094938 -0.513431 0.30 -0.04 0.03 0.17
C 2.993390 2.652746 2.965737 -0.09 -0.52 -0.69 -1.07
C 3.789591 2.457655 1.579240 -0.39 2.17 3.24 0.85
C 4.050349 3.770178 0.829464 -0.24 1.52 -0.42 -0.91
O 2.983463 4.647660 0.500319 1.66 -1.85 0.10 -0.39
C 1.991507 4.049045 -0.338819 -0.25 1.32 1.13 0.10
N 5.014228 1.854310 1.924819 -1.10 -1.65 -1.84 -0.15
H 3.574538 3.107517 3.767960 0.37 0.34 -0.50 0.46
H 2.705086 1.684267 3.374444 -0.21 -0.12 -0.26 0.44
H 2.095301 3.247125 2.797687 0.10 -0.10 -0.12 -0.04
H 3.290221 1.660915 1.027946 -0.69 -0.39 -0.66 0.02
H 4.627764 3.548561 -0.068080 0.22 -0.08 -0.19 0.48
H 4.613122 4.420889 1.498758 0.55 -0.40 0.09 0.35
H 2.283662 3.416435 -1.177006 0.58 0.04 0.11 -0.16
H 1.567566 4.992009 -0.684057 -1.07 -0.71 -0.38 0.30
H 1.422166 3.509790 0.418252 -1.04 -0.32 -0.76 0.08
H 5.637888 1.691973 1.147135 1.21 0.73 -0.26 0.35
H 4.847705 0.939593 2.319376 0.31 -0.17 1.32 0.31
```
Forces are in eV/Å.